[1]
The following is a quantum chemistry calculation of one molecule with the formula C18H18N2O2S2 in a non-equilibrium geometry, from OMol25.

Values from the calculation:
HOMO	-8.5	eV
Kohn-Sham gap	8.40	eV
SMILES	Cc1ccc(-c2nc3ccccc3s2)cc1S(=O)(=O)N1CCCC1
relative energy (zero: lowest compared OMol25 entry of this formula, charge and spin)	0.7792	eV
molar mass	358.49	g mol⁻¹

CARTESIAN COORDINATES (ANGSTROEM)
H -0.451 7.225 2.660
C 0.657 -0.022 -0.382
S -0.254 2.855 0.361
S -0.051 -1.803 -2.197
H 2.383 4.302 3.994
C 2.293 -0.196 1.361
C -0.014 6.243 2.562
H -2.572 -2.370 0.153
H -3.567 -4.112 -1.070
H 2.259 -4.120 0.286
H -2.033 -4.549 -1.838
H -3.466 -0.926 -1.967
C -2.643 -1.460 -2.451
C 1.012 1.893 1.151
O 0.084 -0.805 -3.215
C -2.682 -3.719 -1.570
H -4.100 -2.965 -3.072
O 0.175 -3.171 -2.583
C -0.478 5.390 1.580
C 0.102 4.136 1.477
C 1.936 -2.060 -0.151
H 1.349 6.549 4.184
C -3.044 -2.895 -2.818
C 2.590 -1.471 0.937
H 3.350 -2.041 1.451
H -0.100 0.516 -0.930
C 2.322 -3.443 -0.565
H 2.804 0.248 2.200
N -1.570 -1.596 -1.482
C 1.591 4.612 3.332
C 1.140 3.733 2.349
C 1.009 5.857 3.428
H 3.355 -3.446 -0.911
H -2.278 -0.879 -3.295
C 0.963 -1.305 -0.793
N 1.608 2.478 2.126
H -2.454 -3.229 -3.670
H 1.686 -3.805 -1.365
C 1.313 0.554 0.700
H -1.025 -3.159 -0.223
H -1.268 5.686 0.909
C -1.930 -2.732 -0.655



[2]
The following is a quantum chemistry calculation of C3H3BeFO as an isolated structure in a non-equilibrium geometry, from OMol25.

Values from the calculation:
HOMO (alpha / beta)	-14.0 / -14.6	eV
Kohn-Sham gap (alpha / beta)	6.36 / 7.01	eV
2S+1	2
relative energy (zero: lowest compared OMol25 entry of this formula, charge and spin)	0.0000	eV
molar mass	83.07	g mol⁻¹
net charge	+1

CARTESIAN COORDINATES (ANGSTROEM)
H 1.216 1.168 -0.503
C -0.386 -0.113 0.130
O 1.519 -1.410 0.459
F -1.690 -0.294 -0.220
C 0.165 1.204 -0.201
Be -0.718 -2.380 -0.019
H 0.084 1.459 0.948
C 0.286 -1.386 0.310
H -0.477 1.752 -0.905



[3]
The following is a quantum chemistry calculation of one molecule with the formula C4H8OS in a non-equilibrium geometry, from OMol25.

Values from the calculation:
HOMO	-9.1	eV
Kohn-Sham gap	9.89	eV
SMILES	C=CO[C@@H](C)S
relative energy (zero: lowest compared OMol25 entry of this formula, charge and spin)	2.0474	eV
molar mass	104.17	g mol⁻¹

CARTESIAN COORDINATES (ANGSTROEM)
H 0.390 2.324 -0.502
C -0.490 0.596 0.344
C 1.592 -2.218 -0.606
C 0.934 -1.335 0.086
H 0.131 0.827 1.173
H 0.930 -1.580 1.109
H -0.915 1.778 -1.455
H -1.061 2.614 0.257
H -2.715 0.775 1.335
H 2.118 -2.979 -0.111
H 1.417 -2.210 -1.685
C -0.567 1.999 -0.409
S -2.026 -0.319 0.916
O 0.261 -0.273 -0.452



[4]
The following is a quantum chemistry calculation of C48H46CoN3O5P3 as an isolated structure in a non-equilibrium geometry, from OMol25.

Values from the calculation:
HOMO (alpha / beta)	-6.5 / -6.3	eV
Kohn-Sham gap (alpha / beta)	6.45 / 4.71	eV
2S+1	2
molar mass	896.77	g mol⁻¹

CARTESIAN COORDINATES (ANGSTROEM)
C -4.082 -1.018 -1.237
C 0.175 -2.857 -2.662
C -5.029 3.279 0.707
N 1.681 -0.866 -1.501
H -0.970 -3.504 2.543
C 4.980 3.277 -1.181
N -0.196 0.430 3.025
C -2.759 2.055 -0.295
C -4.862 1.910 0.870
C -3.731 1.288 0.354
O 3.289 6.138 4.571
H 0.619 1.354 -7.380
C 0.348 -0.407 3.868
O 0.473 4.444 3.446
C -4.643 -1.214 1.520
C 2.910 -1.396 -2.068
C 0.555 0.880 -6.409
C 2.068 -2.129 1.411
H 2.415 5.772 6.337
C -0.739 -5.051 -2.212
C -2.940 3.417 -0.474
C 3.643 3.598 -1.359
H -1.039 -1.661 -4.834
H -5.639 -2.266 -4.566
C -4.828 -2.828 -2.659
H 1.627 -2.784 -4.252
H -1.869 1.555 -0.665
C 1.640 -0.118 4.548
H 2.079 1.633 5.837
N 2.032 4.181 5.062
H -1.430 -5.684 -1.668
H 1.755 -0.748 5.431
C -4.280 -2.381 -1.468
H 1.262 6.070 5.008
H 2.998 -1.146 -3.129
H 3.362 4.581 -1.715
C 1.146 3.702 4.138
C -4.982 -0.565 -3.433
H 3.686 -2.333 4.478
H -0.088 2.344 2.182
H 3.004 -3.739 2.617
C 0.400 -0.360 -3.915
O -5.094 -0.757 3.828
H 2.950 -2.484 -1.965
C 2.203 5.595 5.284
H -4.974 -3.888 -2.822
H 6.371 1.785 -0.513
C 3.001 1.402 -0.573
C 2.796 -2.675 2.610
C 1.224 0.746 -4.105
C -0.290 -0.206 -6.221
C 2.327 -0.638 1.220
C 0.054 -5.591 -3.213
H -5.913 3.758 1.109
C 1.313 1.354 -5.349
C 2.766 0.095 2.245
C 1.055 2.214 4.031
C -0.374 -0.818 -4.981
C 0.266 1.689 2.966
H -2.195 3.996 -1.006
H -5.251 0.148 -4.202
H 2.723 3.561 5.445
H 1.974 2.201 -5.491
Co -1.589 -0.562 1.833
C 2.938 -0.430 3.636
H 3.768 0.076 4.136
C -4.422 -0.117 -2.244
O -2.952 -0.901 3.187
H 3.768 -0.968 -1.555
H 0.601 -3.496 3.382
H -4.012 -3.103 -0.706
C 0.111 -3.540 2.411
C -0.670 -3.693 -1.935
H 3.067 6.148 3.633
O -0.269 -1.711 0.959
P 1.585 0.267 -0.212
C 0.915 -4.772 -3.930
H 4.631 0.155 0.073
H -0.888 -0.579 -7.043
H 2.930 1.156 2.095
H 0.392 -4.485 1.935
H -4.598 -2.301 1.412
H -0.005 -6.646 -3.445
P -3.387 -0.503 0.386
H 5.750 3.997 -1.424
C 5.329 2.032 -0.676
C 2.662 2.664 -1.061
H -5.663 -0.889 1.319
H 1.613 2.905 -1.196
H 1.808 1.132 -3.276
H -1.289 -3.262 -1.156
C 1.621 1.335 4.902
H -5.611 1.340 1.406
H -4.239 5.089 -0.122
H 1.533 -5.193 -4.714
C 4.347 1.106 -0.359
C -4.223 -0.913 2.987
C -4.083 4.028 0.023
H 2.406 -2.664 0.511
H -0.229 -1.285 4.137
H -4.267 0.943 -2.102
C -5.191 -1.919 -3.644
C 3.176 -1.906 3.621
C 0.971 -3.412 -3.664
C 0.553 -2.401 1.547
P 0.136 -1.061 -2.237



[5]
The following is a quantum chemistry calculation of a 5-piece molecular cluster, CH12NO4 overall in a non-equilibrium geometry, from OMol25.

Values from the calculation:
HOMO	-14.7	eV
Kohn-Sham gap	10.40	eV
relative energy (zero: lowest compared OMol25 entry of this formula, charge and spin)	1.4556	eV
molar mass	102.11	g mol⁻¹
net charge	+1

CARTESIAN COORDINATES (ANGSTROEM)
H 0.524 -2.454 3.938
O 1.115 2.688 0.693
H 1.919 -1.641 0.609
O -3.217 0.448 -2.570
H 0.790 -1.717 1.639
C -0.003 0.532 -1.917
H -3.450 1.371 -2.683
H 1.789 2.364 1.282
H -3.636 0.100 -3.366
O 0.998 -1.407 0.729
H -0.714 0.000 -2.544
H 1.215 3.651 0.727
H 0.785 1.180 -2.303
H 0.232 -0.500 -0.183
H 0.604 1.179 -0.128
N 0.011 0.501 -0.628
H 1.445 -3.399 3.498
O 0.990 -2.652 3.099



[6]
The following is a quantum chemistry calculation of one molecule with the formula C6H11N in a non-equilibrium geometry, from OMol25.

Values from the calculation:
HOMO	-7.4	eV
Kohn-Sham gap	8.44	eV
SMILES	C=C/C=C(\C)NC
relative energy (zero: lowest compared OMol25 entry of this formula, charge and spin)	1.7791	eV
molar mass	97.16	g mol⁻¹

CARTESIAN COORDINATES (ANGSTROEM)
H -1.003 -2.154 0.804
C 0.748 2.798 1.355
C 0.536 0.770 0.041
H 0.868 3.275 2.325
C 0.684 1.465 1.326
C -0.239 -2.236 -1.751
H 0.358 -2.742 -0.971
H 0.832 0.883 2.225
H -0.491 -0.771 1.825
H -2.018 -0.784 0.889
H 0.366 -2.464 -2.623
H -1.206 -2.716 -1.597
H -0.023 -0.185 -2.203
C -0.236 -0.319 -0.189
H 0.934 3.389 0.471
N -0.333 -0.812 -1.489
C -0.962 -1.071 0.892
H 0.851 1.352 -0.823



The lowest molar mass belongs to which entry? C3H3BeFO